No. 1
31
Properties=species:S:1:pos:R:3:forces:R:3:lowdin_charge:R:1 method="wB97M-V/def2-TZVPD" charge=+1 de_lowest_kj_mol=132.5 total_energy_ha=-779.27515 orbital_gap_ev=8.7 homo_ha=-0.428
C 0.4541 1.2795 -0.5860 -0.1996 -0.7741 0.1672 -0.070
C -0.5375 0.3103 -0.7332 -1.8301 -1.8343 -0.4863 -0.094
C 1.8771 1.0456 -0.3829 -0.3709 0.2009 1.0177 -0.166
C 1.2434 -1.1946 -0.3314 -0.6109 -0.2681 0.6089 -0.030
C 2.4651 -0.2282 -0.2524 -7.0262 -0.5953 -0.7177 -0.083
C 3.7647 -0.7893 0.1471 -1.3456 0.8068 -0.0281 -0.018
C 0.0028 2.7159 -0.5804 0.5841 -1.0432 -0.5581 -0.184
C -2.0357 0.4530 -1.1141 1.0847 2.7807 0.0082 -0.145
N -0.3265 -1.0077 -0.4945 7.5795 1.2789 0.2086 -0.066
N 1.5098 -2.4603 -0.0757 -0.5388 -1.1894 -0.5511 0.162
N -3.1860 -1.7399 0.9075 1.8855 -0.7816 1.6435 0.159
O -1.1293 -2.0815 -0.5202 0.2321 0.8899 0.4980 -0.101
O 2.5810 2.2112 -0.1746 -1.6231 -1.0736 -0.2146 0.086
O -1.1291 3.0030 0.2074 0.5897 -0.2488 1.2511 -0.031
O -2.7566 0.8919 0.0078 -1.1145 0.6501 0.9412 -0.094
H 4.0975 -1.5144 -0.5429 1.2874 -0.0995 -1.2462 0.095
H 3.6321 -1.3700 1.0000 -0.6528 -1.1812 1.8720 0.067
H 4.3484 -0.0189 0.5777 1.4893 0.7650 -0.5658 0.093
H -0.3830 2.9155 -1.5254 0.0576 0.8839 -2.0744 0.115
H 0.9521 3.1857 -0.3744 -0.6747 1.4761 0.2565 0.115
H -2.5047 -0.4625 -1.4558 0.5140 -0.1145 -0.1366 0.121
H -2.0773 1.2234 -1.8972 -0.1915 -0.3536 -0.0792 0.141
H 1.0039 -3.2352 -0.4566 -0.9896 0.1123 -0.0562 0.122
H 2.2563 -2.7844 0.4685 1.4544 0.1283 0.5399 0.095
H -2.0125 -1.9474 0.3982 -0.2563 -0.7404 -0.3271 0.101
H -3.7876 -2.1189 0.1920 -0.4873 0.7934 -0.0406 0.109
H -2.9672 -0.7561 1.0183 -1.2885 0.8216 -0.9238 0.060
H -3.4605 -2.0382 1.8565 0.2800 -0.3917 -0.8756 0.122
H 3.4653 2.0144 -0.3845 2.1523 -0.0300 -0.2251 0.097
H -0.9436 2.5081 1.0135 -0.4090 0.3469 0.5577 0.106
H -2.7610 1.8789 0.1094 0.4187 -1.2156 -0.4639 0.117



No. 2
28
Properties=species:S:1:pos:R:3:forces:R:3:lowdin_charge:R:1 method="wB97M-V/def2-TZVPD" charge=+2 de_lowest_kj_mol=264.2 total_energy_ha=-532.71482 orbital_gap_ev="7.3 / 7.2" homo_ha="-0.582 / -0.577"
C 0.5011 2.2994 -0.0997 -2.4535 0.8259 -1.8367 -0.030
C -2.5590 0.0868 -0.6763 -3.3416 -1.2638 -0.3988 -0.088
C -0.3429 0.6057 1.3276 3.0736 -0.7427 -2.5942 0.006
C -2.0166 2.3124 -0.0729 0.6893 -0.0337 -0.0761 -0.070
C -0.2779 -0.3323 0.1147 -1.1395 -0.0184 0.8829 -0.151
C 2.1583 -0.6891 -0.7746 -0.0528 -0.6395 3.2397 -0.009
C 1.0591 -2.1903 1.0884 -1.1221 -3.1308 -1.8336 -0.020
C 0.8275 -1.2731 -0.1467 2.2449 0.1311 0.4001 -0.322
N -0.7033 2.3128 -0.7354 -1.6482 -0.2642 1.8793 0.128
N -1.3435 -0.4849 -0.6334 2.1852 -1.6873 -1.8553 0.123
N 0.6512 1.6422 0.9949 0.0477 0.3451 0.5459 0.151
N -2.8471 1.3029 -0.1878 0.1410 -0.7972 -0.4723 0.077
H 1.2128 2.8779 -0.6451 1.1923 0.1574 0.3299 0.177
H -3.3933 -0.5956 -1.0495 1.2162 1.3330 0.6982 0.185
H -1.2504 1.0090 1.4869 -2.9408 1.2762 0.6404 0.082
H -0.0324 0.1564 2.2073 0.6241 -1.2116 1.6012 0.134
H -2.5295 3.1646 0.2936 0.6439 1.2415 0.3064 0.148
H 1.8842 -0.0912 -1.5606 -0.3778 1.8970 -1.9139 0.046
H 2.7563 -1.4669 -1.1818 0.2274 -1.0282 -0.2817 0.087
H 2.8362 -0.2067 -0.0433 -0.5933 0.1270 -0.3480 0.100
H 1.3741 -1.7072 1.9777 0.6736 0.4683 0.6381 0.066
H 1.6854 -3.1241 0.8104 -0.2697 2.0175 0.4220 0.138
H 0.1207 -2.7675 1.3216 0.4244 0.9584 -0.0082 0.106
H 0.4869 -1.8010 -1.0044 -0.4503 -1.2594 -0.4519 0.119
H -0.8411 2.6617 -1.6638 0.8874 0.4052 -0.6560 0.171
H -1.1545 -1.2012 -1.4358 -0.7878 1.3334 1.8045 0.236
H 1.4473 1.8280 1.5882 0.2699 -0.1992 0.0021 0.194
H -3.8101 1.4827 0.1628 0.6364 -0.2408 -0.6640 0.217



No. 3
31
Properties=species:S:1:pos:R:3:forces:R:3:lowdin_charge:R:1 method="wB97M-V/def2-TZVPD" charge=-1 total_energy_ha=-820.65164 orbital_gap_ev=6.0 homo_ha=-0.128
O 3.4915 1.7596 2.9271 -0.0993 0.1676 -0.4787 -0.105
C 3.2361 1.9315 1.7032 -0.1243 0.3391 0.3611 -0.743
O 3.6447 2.8254 0.9283 0.1643 -0.2801 0.1026 -0.096
C 2.2514 0.8970 1.1066 0.3037 -0.2893 0.4884 -0.175
N 1.0519 0.7351 1.9301 -0.2331 0.0057 -0.2470 -0.056
C -0.2169 0.7011 1.2351 -0.0162 -0.3534 0.4302 -0.273
C -1.2687 1.6258 1.8135 0.0603 0.3212 0.1266 -0.181
C -1.0379 3.1269 1.5495 0.0104 -0.2313 -0.1562 -0.260
O 0.1934 3.4139 0.9253 0.1166 0.2471 0.2400 -0.050
H 2.7883 -0.0543 1.1000 0.1490 -0.2191 -0.1607 0.092
H 2.0251 1.1467 0.0751 -0.2560 0.2323 -0.1612 0.090
H 1.0567 1.3861 2.6984 0.2022 0.1895 -0.0201 0.094
H -0.1117 0.8988 0.1735 0.2148 0.1209 -0.3532 0.099
H -0.6296 -0.3094 1.3093 -0.1615 -0.2481 -0.1851 0.093
H -2.2434 1.3403 1.4325 -0.2855 -0.1160 -0.1966 0.090
H -1.3223 1.4673 2.8854 0.0572 -0.1384 0.3312 0.099
H -1.8547 3.5297 0.9562 -0.2820 0.0838 -0.1554 0.100
H -1.0499 3.6633 2.4877 0.0852 0.2269 0.3060 0.102
H 0.0634 3.4852 -0.0169 0.0978 -0.0897 -0.2796 0.085
C 1.3260 -3.5289 -2.6251 0.2369 -0.0705 -0.0174 -0.038
O -0.0718 -3.8336 -2.6440 -0.0113 -0.0764 -0.0510 0.000
C -0.8449 -2.8073 -2.2897 0.0151 -0.1248 0.0774 -0.628
O -0.4635 -1.7129 -1.9848 -0.0095 0.1690 -0.0377 0.135
O -2.1179 -3.2113 -2.3221 -0.0474 -0.0596 -0.0436 -0.001
C -3.0477 -2.1980 -1.9389 -0.2177 0.0653 0.0503 -0.044
H 1.8415 -4.4363 -2.9268 -0.1108 -0.0554 -0.0104 0.090
H 1.5540 -2.7302 -3.3278 -0.0221 0.0713 0.0657 0.097
H 1.6441 -3.2448 -1.6243 -0.0309 0.1020 -0.0128 0.102
H -2.9901 -1.3476 -2.6158 0.0701 0.0427 0.0509 0.096
H -2.8622 -1.8724 -0.9170 0.0725 0.0691 -0.0288 0.097
H -4.0352 -2.6467 -2.0036 0.0514 -0.1013 -0.0347 0.089



No. 4
26
Properties=species:S:1:pos:R:3:forces:R:3:lowdin_charge:R:1 method="wB97M-V/def2-TZVPD" charge=+1 de_lowest_kj_mol=322.7 total_energy_ha=-766.98968 orbital_gap_ev=8.6 homo_ha=-0.449
C -1.0543 2.1246 -0.6185 -4.6345 -0.8032 0.9208 0.045
N -1.0423 1.0202 0.4487 0.4994 0.0117 -1.5082 -0.160
C -2.4382 0.6934 0.8365 -0.3222 -2.4103 -0.3822 -0.312
S -3.0971 -0.6428 -0.3424 1.2249 0.3456 -0.0522 0.932
C -1.4631 -1.2133 -0.6673 2.9304 8.1222 4.3868 -0.256
C -0.4090 -0.2004 -0.1327 -4.7825 -5.9249 -1.7654 -0.171
C 1.0517 -0.5582 -0.0569 0.1287 1.3445 -0.3830 -0.575
C 1.2980 -1.9592 0.4422 -3.2714 -0.4278 4.0575 -0.048
C 1.6692 0.3213 1.0266 1.5762 0.7843 -0.5152 -0.055
C 1.5418 -0.5735 -1.5262 -1.1936 -0.5051 0.8833 -0.004
H -1.6236 1.7505 -1.5828 1.5007 0.9876 2.1097 0.170
H -1.5198 2.9607 -0.0334 -0.6186 -0.5479 -1.1122 0.122
H -0.1307 2.5087 -0.6272 3.8985 0.6628 -1.3196 0.048
H -0.4580 1.4112 1.2297 -0.7904 -0.7667 -0.5163 0.183
H -2.3986 0.1113 1.7901 -0.3307 1.2967 -0.3944 0.121
H -3.1210 1.5161 0.6217 0.2725 0.1160 1.0207 0.093
H -1.2239 -2.0571 -1.1870 0.4978 -2.1160 -1.2541 0.035
H 2.2842 -2.2652 0.3464 1.8107 -0.5797 -0.6377 0.068
H 1.1273 -1.9572 1.6658 0.2096 -0.2844 -3.0470 0.154
H 0.5592 -2.6772 0.0424 0.7368 0.1568 0.0730 0.088
H 1.7109 1.4263 0.9343 -0.5803 -0.4183 -0.2436 0.097
H 2.7361 0.0920 1.1157 -0.1063 -0.2064 0.0744 0.107
H 1.2121 -0.0103 1.9447 -0.1148 0.3993 0.5871 0.077
H 2.5716 -0.7644 -1.6541 1.1438 -0.7181 0.0632 0.084
H 1.3440 0.2886 -2.0899 -0.4754 1.5379 -0.5266 0.067
H 0.8736 -1.3460 -1.9265 0.7909 -0.0569 -0.5190 0.090



No. 5
26
Properties=species:S:1:pos:R:3:forces:R:3:lowdin_charge:R:1 method="wB97M-V/def2-TZVPD" de_lowest_kj_mol=274.2 total_energy_ha=-464.82530 orbital_gap_ev=10.4 homo_ha=-0.347
C -2.4148 -2.6832 -1.0297 -0.2270 -1.5394 -1.6833 -0.178
C -1.7486 -1.6406 -0.1801 -1.0512 0.9035 1.2565 -0.181
C -2.8257 -1.6315 0.9675 0.9270 0.6769 -1.4664 -0.231
O -3.0179 -2.9896 1.1871 -0.5133 -1.2397 2.0877 -0.183
C -3.0903 -3.7582 -0.0282 1.2136 1.9963 0.3503 -0.135
H -1.7103 -3.1628 -1.7362 -0.4708 0.1036 0.2486 0.104
H -3.2023 -2.1841 -1.6265 0.2694 -0.4406 0.2081 0.109
H -1.6943 -0.5979 -0.5477 0.0266 -0.7078 -0.5207 0.108
H -0.7373 -1.9287 0.1659 -0.6681 0.0536 0.1580 0.119
H -3.8044 -1.2415 0.6275 0.4993 0.4817 -0.2211 0.120
H -2.4597 -0.9662 1.7730 -0.3641 -1.2185 0.3882 0.124
H -2.5216 -4.6766 0.2136 -0.0608 0.4805 -0.6433 0.115
H -4.1326 -4.0567 -0.2518 0.4320 0.4625 -0.1598 0.111
C 2.5542 2.4879 -1.0367 0.5517 0.1048 -0.7919 -0.170
C 3.4243 3.1012 0.0784 -1.3076 0.4895 -0.0624 -0.179
C 3.0717 2.1609 1.2282 0.9684 0.5205 1.2937 -0.239
O 1.8430 1.5326 0.9660 -0.7043 -0.5427 -0.3999 -0.156
C 1.2877 1.9420 -0.2874 1.1545 0.6620 -0.1597 -0.173
H 3.1882 1.7045 -1.4948 -0.7949 -0.0080 0.0189 0.112
H 2.4057 3.2844 -1.7910 -0.4346 -0.6867 0.1657 0.109
H 2.9932 4.1036 0.2645 0.4055 -0.3130 0.1851 0.110
H 4.4927 3.2366 -0.1780 -0.6225 -0.4018 0.2239 0.118
H 2.9305 2.7108 2.1786 0.3665 -0.1655 -0.3096 0.119
H 3.8689 1.4099 1.3892 -0.4177 0.1163 -0.1076 0.120
H 0.7412 1.0837 -0.7234 0.5835 0.4269 0.0068 0.113
H 0.5585 2.7594 -0.1280 0.2389 -0.2150 -0.0658 0.115



No. 6
26
Properties=species:S:1:pos:R:3:forces:R:3:lowdin_charge:R:1 method="wB97M-V/def2-TZVPD" de_lowest_kj_mol=342.8 total_energy_ha=-464.79915 orbital_gap_ev=8.9 homo_ha=-0.322
C -1.5548 -1.5307 -1.0490 -0.1009 0.6499 0.3351 0.071
C -0.5130 -0.7022 -1.2075 1.6996 -2.9175 -2.9162 -0.419
O -0.5419 0.3401 -2.1077 -0.0578 0.1114 0.1548 0.008
C 1.0033 -1.4178 -1.2827 -2.0071 2.0785 0.2764 -0.148
C 1.3518 -2.1840 -0.0577 -0.6359 0.3491 1.6288 -0.121
H -2.5046 -1.3561 -1.5348 -0.2362 0.1987 0.1042 0.076
H -1.5128 -2.3334 -0.3346 0.1720 -0.2315 0.0031 0.082
H -1.4271 0.4130 -2.4857 -0.0019 0.0406 0.0666 0.110
H 0.9609 -2.0251 -2.1861 -0.0470 0.2266 -0.0303 0.108
H 1.6383 -0.5496 -1.4479 0.3011 -0.2042 -0.0931 0.091
H 0.8257 -1.6725 0.8220 1.0635 -1.0805 -1.1350 0.065
H 0.9929 -3.2110 -0.0932 0.1976 -0.1179 -0.0517 0.074
H 2.4167 -2.1399 0.1592 0.1133 -0.2746 -0.1104 0.075
C 1.0210 2.2643 1.6340 -0.1991 -0.0662 0.0609 -0.080
C 0.8035 1.3070 0.4610 0.1559 -0.4519 -0.5645 -0.183
C -0.3877 0.3890 0.7270 0.1753 0.1798 4.1200 -0.476
C -1.7369 1.0944 0.6838 -0.0981 -0.5030 -0.5513 -0.015
O -0.2395 -0.5612 1.5375 -0.6219 1.9392 -1.2133 -0.022
H 0.2079 2.9841 1.7192 -0.0180 0.0365 0.0333 0.070
H 1.0880 1.7065 2.5672 0.0178 0.0057 0.0341 0.084
H 1.9463 2.8230 1.4976 -0.0015 -0.0166 -0.0371 0.075
H 0.6520 1.8635 -0.4640 0.0616 -0.0105 -0.0155 0.112
H 1.6951 0.6880 0.3589 -0.0003 -0.0193 -0.0582 0.110
H -1.8068 1.7707 1.5364 0.2065 -0.0025 0.0288 0.087
H -2.5351 0.3632 0.7756 -0.0252 0.0197 -0.0304 0.084
H -1.8433 1.6768 -0.2287 -0.1131 0.0605 -0.0392 0.082